A cluster of 6 separate species, C3H18O5S2 in total, computed with the ωB97M-V functional and the def2-TZVPD basis.

Cartesian coordinates (Å):
H1 2.3527 -3.0399 1.6988
S1 0.3023 1.2014 2.1201
H2 1.3115 -2.2154 2.3792
C1 -1.5417 -0.4619 0.1289
O1 2.1189 -2.1116 1.8589
O2 0.8322 0.2856 -2.0713
H3 2.6198 0.7811 1.2894
H4 -2.3095 0.2916 0.1049
H5 -2.2637 -1.9596 -1.2855
O3 2.8833 -1.0517 -0.6979
S2 -0.7062 -0.4926 1.7235
O4 -1.2162 2.4795 -1.5152
H6 -0.7130 3.1485 -1.0326
C2 1.7481 1.3966 1.0493
H7 3.5248 -1.7328 -0.9157
H8 -2.8507 -2.1925 0.3586
H9 -0.5419 1.9325 -1.9460
H10 -1.2109 -2.5851 -0.0517
H11 2.5866 -1.2082 0.2188
C3 -1.9975 -1.8539 -0.2343
H12 1.3341 0.0213 -2.8563
H13 -0.9128 -0.0372 -0.6467
H14 2.1632 2.3779 1.2714
H15 1.3550 1.2343 0.0573
O5 -3.4421 2.1381 0.4749
H16 -2.8149 2.5684 -0.1229
H17 -3.8143 1.3743 0.0188
H18 1.2028 -0.2887 -1.3766

Values from the calculation:
charge: 0
energy relative to the best compared isomer or geometry (same formula, charge and spin): 0.0 kcal/mol
frontier orbital gap: 8.52 eV
SMILES string: CCSSC.O.O.O.O.O
energy: -35311.1129 eV